Molecular formula: C2H2N2O3
Method: DFT, the ωB97M-V functional and the def2-TZVPD basis

Each line ends with the Mulliken charge.
Cartesian coordinates (Å):
C1 -0.55 -0.28 -0.39  0.37
C2 0.14 1.03 -0.20  0.66
H1 -2.57 -0.90 0.69  0.40
H2 2.08 -0.78 0.75  0.30
N1 0.22 -1.21 -0.06  -0.33
N2 1.45 -0.70 -0.18  -0.05
O1 -1.97 -0.13 -0.29  -0.56
O2 1.43 0.78 -0.35  -0.21
O3 -0.22 2.18 0.02  -0.57

Calculated values
highest occupied orbital energy = -9.982 eV
energy above the lowest of the compared OMol25 structures with the same formula, charge and spin = 503.3 kJ/mol
2S+1 = 1
max |F| = 0.123 hartree/bohr
LUMO level = -1.01 eV